No. 1
60
Properties=species:S:1:pos:R:3 method="wB97M-V/def2-TZVPD" total_charge=-1
C -0.305 2.045 3.394
C -0.095 1.015 2.427
P 0.671 -0.392 1.391
C 2.426 -0.183 2.196
N -0.977 -0.623 0.655
N 0.298 -1.502 2.758
C 1.223 -1.941 0.393
C 0.280 -2.290 -0.901
O 0.381 -1.695 -2.122
I -1.315 -3.849 -0.801
C 1.085 0.702 -0.097
C 1.770 2.143 0.185
C 3.262 2.112 -0.574
O 0.995 3.162 -0.560
C -0.015 3.816 0.286
C -1.541 3.171 0.054
C -1.985 2.570 -1.442
C -3.444 1.887 -1.760
C -4.569 1.777 -0.554
C -4.197 2.403 0.946
C -2.697 3.088 1.219
H -0.481 2.999 4.073
H 2.836 -1.209 2.649
H 3.255 0.126 1.394
H 2.378 0.663 3.029
H -1.470 -1.432 1.089
H -1.530 0.247 0.856
H -0.692 -1.344 3.119
H 0.886 -1.264 3.613
H 1.150 -2.883 1.122
H 2.355 -1.878 0.073
H 1.811 0.072 -0.805
H 0.096 0.848 -0.749
H 2.004 2.419 1.293
H 3.216 1.597 -1.627
H 3.541 3.258 -0.755
H 4.099 1.692 0.132
H -0.110 4.933 -0.124
H 0.272 3.919 1.416
H -1.193 2.601 -2.310
H -3.682 1.449 -2.832
H -5.612 1.270 -0.732
H -4.960 2.375 1.860
H -2.424 3.525 2.275
Br 4.417 -3.603 4.069
C 4.788 -4.408 2.331
C 5.899 -3.675 1.615
Br 5.261 -1.995 0.855
H 3.847 -4.419 1.777
H 5.087 -5.437 2.553
H 6.255 -4.257 0.760
H 6.747 -3.431 2.262
Br -5.888 0.344 -6.377
C -4.681 -1.110 -5.891
C -5.069 -1.723 -4.565
Br -4.523 -0.587 -3.076
H -3.668 -0.701 -5.901
H -4.781 -1.843 -6.698
H -4.542 -2.669 -4.410
H -6.145 -1.889 -4.461

***

No. 2
72
Properties=species:S:1:pos:R:3 method="wB97M-V/def2-TZVPD" smiles="O=S1(=O)OC[C@@H](C(F)(F)c2cccc(C(F)(F)F)c2)O1.CCOS(C)(=O)=O.CCOS(C)(=O)=O.CCOS(C)(=O)=O"
O 1.887 4.096 2.284
S 1.656 3.229 1.024
O 2.613 2.028 0.764
O 1.979 4.351 -0.265
C 1.433 3.549 -1.408
C 0.052 2.773 -0.985
C -0.109 1.159 -1.302
F -1.443 0.906 -1.956
F -0.174 0.411 0.009
C 1.040 0.569 -2.314
C 1.116 1.204 -3.853
C 2.275 0.687 -4.896
C 3.304 -0.484 -4.341
C 3.222 -1.133 -2.802
C 4.293 -2.271 -2.293
F 5.269 -2.624 -3.374
F 3.681 -3.513 -1.768
F 5.122 -1.671 -1.182
C 2.056 -0.616 -1.758
O 0.021 2.946 0.504
H 2.383 2.942 -1.724
H 1.120 4.138 -2.376
H -0.848 3.241 -1.602
H 0.327 2.044 -4.110
H 2.311 1.177 -5.959
H 4.138 -0.845 -5.089
H 1.939 -1.055 -0.670
C -5.910 4.302 2.005
C -4.555 3.634 2.163
O -4.385 2.569 1.235
S -4.138 2.936 -0.333
C -3.711 1.308 -0.895
O -2.972 3.785 -0.439
O -5.405 3.297 -0.936
H -5.997 4.797 1.035
H -6.064 5.058 2.779
H -6.714 3.561 2.064
H -3.742 4.361 2.066
H -4.486 3.203 3.166
H -2.776 1.002 -0.425
H -3.589 1.352 -1.980
H -4.522 0.622 -0.641
C 2.694 -6.213 -2.533
C 1.963 -6.006 -3.848
O 1.198 -7.149 -4.209
S -0.169 -7.463 -3.378
C -0.797 -8.746 -4.431
O -1.047 -6.318 -3.467
O 0.183 -8.063 -2.107
H 1.992 -6.319 -1.702
H 3.346 -5.363 -2.312
H 3.296 -7.127 -2.567
H 1.327 -5.115 -3.811
H 2.698 -5.845 -4.642
H -1.035 -8.323 -5.407
H -1.701 -9.146 -3.964
H -0.046 -9.534 -4.516
C 0.057 2.516 4.042
C 1.209 2.592 5.027
O 0.750 2.809 6.356
S 0.025 1.578 7.139
C -0.033 2.320 8.749
O 0.928 0.450 7.180
O -1.336 1.452 6.657
H -0.574 1.644 4.236
H 0.426 2.437 3.015
H -0.581 3.401 4.125
H 1.831 1.692 4.979
H 1.848 3.440 4.763
H 0.985 2.457 9.116
H -0.582 1.643 9.408
H -0.557 3.276 8.680

***

| no. | M (g mol⁻¹) | orbital gap (eV) |
| --- | --- | --- |
| 1 | 796.96 | 7.21 |
| 2 | 690.70 | 8.50 |